# 1
Entry from the OMol25 dataset: a cluster of 12 separate species, C24H72N6O12 in total at a distorted geometry (ωB97M-V/def2-TZVPD).

Results
Total charge ... 0
Frontier orbital gap ... 9.40 eV
Structure (SMILES) ... NC(N)=O.NC(N)=O.NC(N)=O.CC(C)O.CC(C)O.CC(C)O.CCO.CCO.CCO.CCO.CCO.CCO

Last columns: bonded neighbours and bond lengths (Å).
CARTESIAN COORDINATES (ANGSTROEM)
1 C -1.40579 0.72875 -6.75038  O2 1.235, N3 1.280, N4 1.301
2 O -1.06111 -0.11505 -7.58326  C1 1.235
3 N -1.01591 1.94602 -6.81339  C1 1.280, H5 1.010, H6 1.010
4 N -2.09316 0.56572 -5.65843  C1 1.301, H7 1.010, H8 1.010
5 H -0.54250 2.27888 -7.64115  N3 1.010
6 H -1.49664 2.63327 -6.25064  N3 1.010
7 H -2.02481 1.17493 -4.85576  N4 1.010
8 H -2.49701 -0.34683 -5.50268  N4 1.010
9 C 3.15945 -1.78019 2.16225  O10 1.202, N11 1.302, N12 1.326
10 O 2.81839 -0.87574 2.87618  C9 1.202
11 N 3.11368 -3.03984 2.48705  C9 1.302, H13 1.010, H14 1.010
12 N 3.65920 -1.57914 0.95074  C9 1.326, H15 1.010, H16 1.010
13 H 3.61451 -3.66058 1.86741  N11 1.010
14 H 2.76701 -3.30285 3.39851  N11 1.010
15 H 4.00673 -2.32825 0.36924  N12 1.010
16 H 3.81242 -0.58440 0.86628  N12 1.010
17 C -1.87342 1.49508 4.12663  O18 1.220, N19 1.291, N20 1.322
18 O -2.23930 2.65877 4.15664  C17 1.220
19 N -1.34642 0.86533 5.12338  C17 1.291, H21 1.010, H22 1.010
20 N -2.05597 0.62628 3.14712  C17 1.322, H23 1.010, H24 1.010
21 H -0.84907 0.06817 4.75286  N19 1.010
22 H -1.14115 1.41147 5.94782  N19 1.010
23 H -2.48418 0.99015 2.30787  N20 1.010
24 H -1.72703 -0.32865 3.14725  N20 1.010
25 C -3.39112 -3.20677 4.61770  C26 1.507, H28 1.090, H29 1.090, H30 1.090
26 C -2.11681 -3.43943 3.84826  C25 1.507, O27 1.371, H31 1.090, H32 1.090
27 O -1.66489 -2.36830 3.12181  C26 1.371, H33 0.960
28 H -3.49664 -2.20525 5.03474  C25 1.090
29 H -3.50030 -3.85682 5.48582  C25 1.090
30 H -4.18966 -3.42122 3.90745  C25 1.090
31 H -2.33247 -4.25662 3.15993  C26 1.090
32 H -1.36684 -3.91292 4.48186  C26 1.090
33 H -0.80181 -2.11477 3.45710  O27 0.960
34 C 3.82201 -1.87884 -2.55110  C35 1.547, H37 1.090, H38 1.090, H39 1.090
35 C 4.82973 -0.70904 -2.45463  C34 1.547, O36 1.457, H40 1.090, H41 1.090
36 O 5.70776 -0.88990 -1.30623  C35 1.457, H42 0.960
37 H 3.29551 -1.90935 -3.50503  C34 1.090
38 H 3.03961 -1.68058 -1.81853  C34 1.090
39 H 4.23189 -2.83445 -2.22414  C34 1.090
40 H 4.27065 0.21986 -2.34201  C35 1.090
41 H 5.58268 -0.53903 -3.22422  C35 1.090
42 H 6.22869 -0.08981 -1.20575  O36 0.960
43 C 1.92199 -0.51481 6.14306  C44 1.602, H46 1.090, H47 1.090, H48 1.090
44 C 1.13100 -1.65313 5.33938  C43 1.602, O45 1.392, H49 1.090, H50 1.090
45 O 0.51420 -1.27300 4.15035  C44 1.392, H51 0.960
46 H 1.32089 0.33594 6.46402  C43 1.090
47 H 2.74804 -0.05022 5.60465  C43 1.090
48 H 2.52094 -0.86169 6.98510  C43 1.090
49 H 0.50490 -1.99630 6.16299  C44 1.090
50 H 1.76368 -2.48072 5.01857  C44 1.090
51 H 1.17400 -1.00490 3.50663  O45 0.960
52 C -5.27447 -0.14430 0.80589  C53 1.434, H55 1.090, H56 1.090, H57 1.090
53 C -4.43188 -1.12685 1.42300  C52 1.434, O54 1.382, H58 1.090, H59 1.090
54 O -3.09083 -1.16935 1.09164  C53 1.382, H60 0.960
55 H -6.32222 -0.39559 0.97069  C52 1.090
56 H -4.97855 -0.06689 -0.24031  C52 1.090
57 H -5.09544 0.76263 1.38340  C52 1.090
58 H -4.84096 -2.13631 1.38134  C53 1.090
59 H -4.48365 -0.84244 2.47396  C53 1.090
60 H -2.74607 -1.84674 1.67806  O54 0.960
61 C -3.67956 2.61522 -1.06953  C62 1.590, H64 1.090, H65 1.090, H66 1.090
62 C -3.98728 2.26244 -2.58855  C61 1.590, O63 1.400, H67 1.090, H68 1.090
63 O -2.74966 1.84480 -3.09288  C62 1.400, H69 0.960
64 H -4.58561 3.11224 -0.72293  C61 1.090
65 H -2.75897 3.19423 -0.99630  C61 1.090
66 H -3.53881 1.70861 -0.48103  C61 1.090
67 H -4.29575 3.15361 -3.13514  C62 1.090
68 H -4.77189 1.50829 -2.64965  C62 1.090
69 H -2.46170 1.14918 -2.49723  O63 0.960
70 C 0.46270 -4.84248 -1.05178  C71 1.510, H73 1.090, H74 1.090, H75 1.090
71 C 1.51381 -4.15221 -1.88755  C70 1.510, O72 1.384, H76 1.090, H77 1.090
72 O 1.96178 -4.95473 -2.92278  C71 1.384, H78 0.960
73 H 0.10559 -4.19685 -0.24945  C70 1.090
74 H 0.84357 -5.76862 -0.62130  C70 1.090
75 H -0.45526 -5.02554 -1.61030  C70 1.090
76 H 2.36452 -3.77959 -1.31699  C71 1.090
77 H 1.05589 -3.32167 -2.42477  C71 1.090
78 H 1.30603 -4.80258 -3.60720  O72 0.960
79 C -0.04260 -0.08532 -2.46438  C80 1.537, H83 1.090, H84 1.090, H85 1.090
80 C -0.67862 -0.79921 -1.26103  C79 1.537, C81 1.597, O82 1.420, H86 1.090
81 C 0.15885 -0.64102 0.08998  C80 1.597, H87 1.090, H88 1.090, H89 1.090
82 O -1.97847 -0.24883 -1.10428  C80 1.420, H90 0.960
83 H 0.20262 0.96077 -2.28093  C79 1.090
84 H -0.65167 -0.00494 -3.36475  C79 1.090
85 H 0.90420 -0.56748 -2.70771  C79 1.090
86 H -0.69651 -1.84921 -1.55307  C80 1.090
87 H -0.21938 -0.92308 1.07257  C81 1.090
88 H 0.59679 0.34880 0.21861  C81 1.090
89 H 1.08297 -1.21505 0.02212  C81 1.090
90 H -2.32223 -0.69988 -0.32970  O82 0.960
91 C 0.63365 3.96018 0.48485  C92 1.557, H95 1.090, H96 1.090, H97 1.090
92 C 0.75191 3.14394 1.80515  C91 1.557, C93 1.512, O94 1.391, H98 1.090
93 C 2.08437 2.43033 1.85339  C92 1.512, H99 1.090, H100 1.090, H101 1.090
94 O 0.65131 3.88245 2.97938  C92 1.391, H102 0.960
95 H 0.89256 3.48548 -0.46157  C91 1.090
96 H 1.22014 4.87599 0.55843  C91 1.090
97 H -0.41038 4.23569 0.33585  C91 1.090
98 H -0.01508 2.36974 1.78442  C92 1.090
99 H 2.13100 1.69456 2.65623  C93 1.090
100 H 2.99781 3.02454 1.87877  C93 1.090
101 H 2.08412 1.78366 0.97594  C93 1.090
102 H -0.16795 4.37982 2.92424  O94 0.960
103 C 2.68255 3.37360 -2.71556  C104 1.480, H107 1.090, H108 1.090, H109 1.090
104 C 1.79426 4.11711 -3.63640  C103 1.480, C105 1.504, O106 1.322, H110 1.090
105 C 1.72576 3.23148 -4.85005  C104 1.504, H111 1.090, H112 1.090, H113 1.090
106 O 0.62354 4.09991 -3.02346  C104 1.322, H114 0.960
107 H 3.72797 3.53498 -2.97853  C103 1.090
108 H 2.55924 2.29189 -2.76856  C103 1.090
109 H 2.79021 3.78856 -1.71340  C103 1.090
110 H 1.99471 5.15900 -3.88617  C104 1.090
111 H 2.65269 3.14471 -5.41693  C105 1.090
112 H 1.02711 3.70044 -5.54292  C105 1.090
113 H 1.43726 2.23972 -4.50179  C105 1.090
114 H -0.13535 4.12936 -3.61067  O106 0.960

# 2
Entry from the OMol25 dataset: a cluster of 12 separate species, C24H72O12S10 in total at a distorted geometry (ωB97M-V/def2-TZVPD).

Results
Total charge ... 0
Frontier orbital gap ... 7.24 eV

Last columns: bonded neighbours and bond lengths (Å).
CARTESIAN COORDINATES (ANGSTROEM)
1 C 2.06185 5.27145 -0.41387  C2 1.550, H4 1.019, H5 1.006, H6 1.093
2 C 2.45686 4.37254 -1.61372  C1 1.550, O3 1.411, H7 0.943, H8 1.084
3 O 2.64982 3.02778 -1.23344  C2 1.411, H9 0.947
4 H 2.88288 5.12961 0.17216  C1 1.019
5 H 1.26625 4.97455 0.12555  C1 1.006
6 H 2.06681 6.27638 -0.84273  C1 1.093
7 H 3.26804 4.56999 -2.05161  C2 0.943
8 H 1.90646 4.42078 -2.54687  C2 1.084
9 H 2.45025 2.48491 -1.98289  O3 0.947
10 C -4.76443 -1.37604 1.19176  C11 1.484, H13 1.074, H14 1.080, H15 1.007
11 C -6.18515 -1.06672 0.89655  C10 1.484, O12 1.439, H16 0.983, H17 1.073
12 O -7.04560 -1.99105 1.58665  C11 1.439, H18 0.988
13 H -4.33582 -2.25096 0.73962  C10 1.074
14 H -4.31349 -1.59503 2.14832  C10 1.080
15 H -4.31533 -0.54089 0.85228  C10 1.007
16 H -6.23728 -1.24056 -0.06937  C11 0.983
17 H -6.48671 -0.05606 1.09203  C11 1.073
18 H -7.06428 -2.94094 1.31655  O12 0.988
19 C -2.14767 4.28265 3.05797  S20 1.817, H23 1.085, H24 1.158, H25 1.058
20 S -3.61867 3.23695 3.26892  C19 1.817, O21 1.550, C22 1.715
21 O -4.66191 4.28874 2.81317  S20 1.550
22 C -3.48739 2.19137 1.91543  S20 1.715, H26 1.034, H27 1.176, H28 0.931
23 H -1.92950 5.08730 3.75199  C19 1.085
24 H -2.11899 4.77360 2.00981  C19 1.158
25 H -1.25709 3.76643 3.30080  C19 1.058
26 H -2.61470 1.64964 2.03011  C22 1.034
27 H -2.94243 2.71597 1.01516  C22 1.176
28 H -4.30099 1.89820 1.56935  C22 0.931
29 C 1.07348 1.57151 -5.84552  S30 1.864, H33 1.073, H34 1.023, H35 1.044
30 S 2.09695 0.86618 -4.45638  C29 1.864, O31 1.523, C32 1.845
31 O 1.46379 1.42927 -3.19090  S30 1.523
32 C 1.40923 -0.83673 -4.63133  S30 1.845, H36 1.225, H37 1.206, H38 1.106
33 H 1.50287 2.47838 -6.22558  C29 1.073
34 H 0.13273 1.82519 -5.53318  C29 1.023
35 H 1.18530 0.81512 -6.55644  C29 1.044
36 H 1.88400 -1.61321 -3.81098  C32 1.225
37 H 1.86857 -1.07019 -5.72179  C32 1.206
38 H 0.30625 -0.87673 -4.56426  C32 1.106
39 C 2.81908 -5.61615 0.96497  S40 1.733, H43 1.180, H44 1.172, H45 1.092
40 S 1.42577 -5.34978 -0.02978  C39 1.733, O41 1.472, C42 1.854
41 O 1.24800 -3.89239 0.07696  S40 1.472
42 C 2.41578 -5.68621 -1.56049  S40 1.854, H46 1.197, H47 1.017, H48 1.081
43 H 3.67660 -4.80492 0.95434  C39 1.180
44 H 3.11324 -6.74815 0.89807  C39 1.172
45 H 2.69385 -5.15389 1.94600  C39 1.092
46 H 1.76351 -5.74454 -2.56228  C42 1.197
47 H 2.81261 -6.62018 -1.49347  C42 1.017
48 H 3.14292 -4.91119 -1.75834  C42 1.081
49 C -1.36033 3.23042 -1.82259  S50 1.709, H53 1.096, H54 1.192, H55 1.143
50 S -2.13417 1.77755 -2.28181  C49 1.709, O51 1.504, C52 1.827
51 O -3.07940 1.29043 -1.21884  S50 1.504
52 C -3.27253 2.42145 -3.55719  S50 1.827, H56 1.127, H57 1.010, H58 1.179
53 H -2.05185 3.95580 -1.37800  C49 1.096
54 H -0.97873 3.68402 -2.85662  C49 1.192
55 H -0.36835 3.05158 -1.28430  C49 1.143
56 H -3.65613 3.25018 -2.89642  C52 1.127
57 H -3.88107 1.62900 -3.70639  C52 1.010
58 H -2.88194 2.79094 -4.60670  C52 1.179
59 C -0.94211 -4.07073 -3.21793  S60 1.772, H63 1.074, H64 1.078, H65 1.155
60 S -2.58262 -3.45905 -3.49374  C59 1.772, O61 1.541, C62 1.776
61 O -2.43155 -2.66638 -4.80610  S60 1.541
62 C -3.21805 -5.03041 -4.02518  S60 1.776, H66 0.916, H67 1.191, H68 1.233
63 H -0.90804 -4.85242 -2.48213  C59 1.074
64 H -0.29503 -3.27235 -2.89262  C59 1.078
65 H -0.32305 -4.62703 -4.01812  C59 1.155
66 H -4.05864 -4.86076 -4.34788  C62 0.916
67 H -3.42880 -5.82506 -3.16304  C62 1.191
68 H -2.58895 -5.10031 -5.08359  C62 1.233
69 C 4.78835 4.65695 2.05005  S70 1.774, H73 1.142, H74 1.012, H75 1.088
70 S 4.94553 2.88997 2.01919  C69 1.774, O71 1.529, C72 1.783
71 O 5.39511 2.57553 3.44661  S70 1.529
72 C 3.23551 2.46421 1.74718  S70 1.783, H76 1.062, H77 1.192, H78 1.052
73 H 3.97009 4.97594 2.78052  C69 1.142
74 H 4.46152 5.10626 1.20382  C69 1.012
75 H 5.78486 5.01762 2.29794  C69 1.088
76 H 3.07945 1.41425 1.78111  C72 1.062
77 H 2.80277 3.04212 0.79919  C72 1.192
78 H 2.78167 2.61959 2.68307  C72 1.052
79 C 0.57148 1.06167 0.22500  S80 1.776, H83 1.042, H84 1.012, H85 1.295
80 S 0.54459 -0.62395 0.78421  C79 1.776, O81 1.500, C82 1.790
81 O -0.25512 -0.65775 2.05266  S80 1.500
82 C -0.70111 -1.04132 -0.43169  S80 1.790, H86 1.065, H87 1.139, H88 1.125
83 H 1.34931 1.47704 0.78041  C79 1.042
84 H -0.01429 1.80373 0.58705  C79 1.012
85 H 0.71018 1.15789 -1.05853  C79 1.295
86 H -0.46371 -0.79232 -1.43972  C82 1.065
87 H -1.76303 -0.82397 -0.08240  C82 1.139
88 H -0.76644 -2.16164 -0.35651  C82 1.125
89 C -0.53359 0.80982 6.11373  S90 1.726, H93 1.066, H94 1.076, H95 1.029
90 S -0.93958 0.63764 4.44485  C89 1.726, O91 1.506, C92 1.691
91 O -2.30541 1.26120 4.32217  S90 1.506
92 C 0.16359 1.76792 3.84073  S90 1.691, H96 1.095, H97 1.028, H98 1.065
93 H -0.57236 1.83631 6.40049  C89 1.066
94 H 0.49206 0.56166 6.32467  C89 1.076
95 H -1.09958 0.28042 6.79005  C89 1.029
96 H 1.16292 1.32496 3.77000  C92 1.095
97 H 0.10549 2.68484 4.30096  C92 1.028
98 H 0.23307 1.80156 2.77902  C92 1.065
99 C -0.81177 -3.61056 4.75780  S100 1.733, H103 1.057, H104 1.170, H105 1.162
100 S -0.24082 -4.13816 3.20908  C99 1.733, O101 1.519, C102 1.769
101 O -0.22434 -5.65563 3.26672  S100 1.519
102 C -1.61192 -3.66268 2.19787  S100 1.769, H106 1.173, H107 1.071, H108 0.980
103 H 0.08422 -3.85548 5.26299  C99 1.057
104 H -1.70980 -4.27545 5.10540  C99 1.170
105 H -1.33323 -2.57851 4.64032  C99 1.162
106 H -1.52834 -4.04848 1.09374  C102 1.173
107 H -1.64358 -2.59260 2.17335  C102 1.071
108 H -2.43091 -4.12843 2.46582  C102 0.980
109 C 4.98738 0.52669 -1.36723  S110 1.771, H113 1.124, H114 1.125, H115 0.934
110 S 4.50554 -1.12851 -0.96315  C109 1.771, O111 1.546, C112 1.820
111 O 4.22372 -1.05282 0.55473  S110 1.546
112 C 2.83682 -0.96770 -1.67262  S110 1.820, H116 1.040, H117 1.142, H118 1.027
113 H 5.98071 0.57508 -0.84284  C109 1.124
114 H 4.34189 1.30972 -0.88166  C109 1.125
115 H 5.04671 0.57529 -2.29780  C109 0.934
116 H 2.45087 -1.89294 -1.39575  C112 1.040
117 H 2.84159 -1.09592 -2.80754  C112 1.142
118 H 2.29695 -0.16992 -1.31526  C112 1.027

Calculated values (eV) of LUMO for the records, taken in order: 0.150, -0.276.
Calculated values (eV) of HOMO level for the records, taken in order: -9.25, -7.52.
Calculated values (eV) of calculated total energy for the records, taken in order: -59564.6776, -158955.0377.